(1)
{"formula": "C17H46N17O9", "method": "wB97M-V/def2-TZVPD", "total_charge": 1, "total_energy_ev": -62136.399, "homo_ev": -10.22, "e_lumo_ev": -4.5, "species": ["C", "O", "C", "C", "C", "C", "C", "C", "C", "N", "C", "H", "H", "H", "H", "H", "H", "H", "H", "H", "H", "H", "H", "H", "H", "C", "O", "N", "N", "H", "H", "H", "H", "C", "O", "N", "N", "H", "H", "H", "H", "C", "O", "N", "N", "H", "H", "H", "H", "C", "O", "N", "N", "H", "H", "H", "H", "C", "O", "N", "N", "H", "H", "H", "H", "C", "O", "N", "N", "H", "H", "H", "H", "C", "O", "N", "N", "H", "H", "H", "H", "C", "O", "N", "N", "H", "H", "H", "H"], "positions_angstrom": [[-1.3158, 0.3719, 0.2428], [-1.9349, 0.7072, -0.9911], [-1.1138, 0.4943, -2.1185], [-1.0410, -0.9779, -2.5409], [0.2516, -1.7356, -2.1914], [1.4652, -0.9863, -2.6452], [1.6361, -0.7073, -4.0044], [2.7307, 0.0188, -4.4498], [3.6597, 0.4686, -3.5216], [3.4867, 0.1709, -2.2326], [2.4381, -0.5285, -1.7678], [-0.3463, -0.1055, 0.1087], [-1.9745, -0.2991, 0.7847], [-1.1605, 1.2818, 0.8208], [-0.1275, 0.9270, -1.9094], [-1.5324, 1.0664, -2.9409], [-1.8788, -1.4769, -2.0631], [-1.2039, -1.0693, -3.6102], [0.2411, -2.6742, -2.7445], [0.3120, -2.0040, -1.1403], [0.9062, -1.0588, -4.7211], [2.8650, 0.2468, -5.4935], [4.5208, 1.0461, -3.8092], [4.1690, 0.5076, -1.5662], [2.3656, -0.7227, -0.7116], [-3.7093, 2.6674, 3.4422], [-4.2754, 2.4356, 4.4943], [-4.0163, 2.0211, 2.2791], [-2.7067, 3.5937, 3.3515], [-3.5480, 2.2036, 1.4121], [-4.7484, 1.3361, 2.3074], [-2.4665, 4.0910, 4.1894], [-2.2290, 3.8132, 2.4992], [-6.8383, 2.7422, 7.6274], [-7.2297, 1.5870, 7.6132], [-7.3151, 3.6562, 8.5446], [-5.9006, 3.2293, 6.7771], [-7.0226, 4.6151, 8.5704], [-8.0146, 3.3385, 9.1883], [-5.4852, 2.6092, 6.1008], [-5.5698, 4.1761, 6.8154], [-3.1208, 3.9032, 8.9045], [-3.4582, 4.7645, 8.1106], [-4.0092, 3.2139, 9.6721], [-1.8044, 3.5465, 9.0593], [-3.7422, 2.4943, 10.3161], [-4.9854, 3.4240, 9.5549], [-1.1331, 4.0360, 8.4976], [-1.4902, 2.8415, 9.7000], [-1.7109, -0.7767, -6.7586], [-2.1899, -1.0943, -5.6773], [-2.0454, -1.3880, -7.9205], [-0.7889, 0.2353, -6.8799], [-1.6537, -1.1475, -8.8154], [-2.7232, -2.1270, -7.8741], [-0.5412, 0.7357, -6.0486], [-0.3920, 0.5147, -7.7578], [1.0576, -2.7956, -9.3416], [0.0610, -2.6538, -10.0349], [2.3075, -2.9041, -9.8605], [0.9769, -2.8572, -7.9730], [3.1353, -3.0605, -9.3126], [2.3846, -2.8860, -10.8598], [0.0591, -2.7901, -7.5717], [1.7730, -2.9767, -7.3769], [0.6810, 0.2123, 7.6024], [1.4206, 0.2921, 8.5720], [0.8085, -0.7952, 6.6887], [-0.3056, 1.1210, 7.3608], [0.2354, -0.8901, 5.8725], [1.5254, -1.4745, 6.8610], [-0.4171, 1.8621, 8.0257], [-0.9191, 1.0840, 6.5688], [4.0263, -0.1239, 4.8282], [3.1045, 0.1895, 4.0892], [5.2483, -0.5060, 4.3387], [3.9245, -0.1284, 6.1867], [6.0210, -0.7660, 4.9210], [5.3629, -0.5130, 3.3443], [3.0496, 0.1496, 6.5958], [4.6778, -0.3923, 6.7925], [5.6506, -4.9937, -8.9878], [4.4504, -4.8084, -8.8375], [6.1769, -5.3941, -10.1780], [6.5509, -4.8239, -7.9739], [7.1539, -5.5613, -10.3250], [5.5380, -5.5400, -10.9372], [6.1908, -4.5479, -7.0812], [7.5354, -4.9807, -8.0755]], "mulliken_charge": [-0.57, -0.42, -0.61, -0.19, -1.20, 0.27, 0.09, -0.74, -0.43, 0.05, -0.44, 0.20, 0.28, 0.21, 0.46, 0.24, 0.49, 0.06, 0.40, 0.50, 0.63, 0.49, 0.40, 0.30, 0.48, 0.62, -0.70, -0.36, -0.37, 0.13, 0.21, 0.22, 0.16, 0.61, -0.67, -0.41, -0.21, 0.20, 0.21, 0.22, 0.16, 0.66, -0.64, -0.35, -0.46, 0.17, 0.17, 0.21, 0.20, 0.62, -0.65, -0.39, -0.32, 0.16, 0.20, 0.19, 0.19, 0.57, -0.67, -0.30, -0.29, 0.15, 0.21, 0.22, 0.16, 0.73, -0.66, -0.40, -0.24, 0.14, 0.26, 0.15, 0.11, 0.64, -0.67, -0.38, -0.34, 0.16, 0.20, 0.20, 0.16, 0.68, -0.69, -0.39, -0.39, 0.17, 0.22, 0.21, 0.17]}

=====

(2)
{"formula": "C17H47FInN8O5P2S", "method": "wB97M-V/def2-TZVPD", "total_charge": -1, "total_energy_ev": -77841.205, "homo_ev": -5.28, "e_lumo_ev": 0.8, "species": ["C", "C", "In", "N", "C", "C", "O", "C", "N", "S", "O", "O", "F", "H", "H", "H", "H", "H", "H", "H", "H", "H", "H", "H", "O", "P", "N", "C", "C", "N", "C", "C", "N", "C", "C", "H", "H", "H", "H", "H", "H", "H", "H", "H", "H", "H", "H", "H", "H", "H", "H", "H", "H", "O", "P", "N", "C", "C", "N", "C", "C", "N", "C", "C", "H", "H", "H", "H", "H", "H", "H", "H", "H", "H", "H", "H", "H", "H", "H", "H", "H", "H"], "positions_angstrom": [[2.8160, 0.3263, 3.3155], [1.7674, 1.1734, 2.8450], [-0.0701, 2.4774, 2.3426], [-1.5554, 2.1484, 3.8931], [-0.9645, 1.9000, 0.3024], [-2.5271, 1.3453, 0.4361], [-2.8622, 0.3871, -0.6648], [-3.6419, 2.5844, 0.4350], [-3.3440, 3.4592, 1.6384], [0.6042, 4.9086, 2.2092], [0.4238, 5.5022, 0.7605], [2.0979, 5.0770, 2.5763], [-0.4813, 5.7465, 3.2734], [3.3149, -0.6269, 3.8328], [-2.2599, 1.4169, 3.5759], [-1.0204, 1.6683, 4.6767], [-0.9506, 2.8642, -0.3844], [-0.2727, 1.0602, -0.1806], [-2.5692, 0.7849, 1.4878], [-2.0221, -0.0868, -0.9699], [-4.6972, 2.0699, 0.6444], [-3.6374, 3.2015, -0.5713], [-3.9287, 3.2136, 2.4689], [-3.3794, 4.4773, 1.4077], [-0.1546, -2.3132, 3.9574], [0.6987, -3.5860, 3.7348], [-0.6514, -4.4404, 3.1951], [-1.4058, -5.5328, 3.7645], [-1.0922, -4.1553, 1.8333], [1.0109, -3.7808, 5.4163], [0.6885, -4.9469, 6.2309], [0.7884, -2.6025, 6.2768], [1.6797, -5.0491, 3.4790], [2.8552, -4.6008, 2.7008], [1.3248, -6.3704, 3.0012], [-1.3818, -6.4130, 3.1074], [-2.4668, -5.2724, 3.8832], [-1.0538, -5.8774, 4.7280], [-0.3535, -4.5148, 1.1121], [-1.2157, -3.0807, 1.6823], [-2.0532, -4.6225, 1.5853], [-0.3687, -5.0037, 6.4605], [1.2311, -4.9189, 7.1852], [1.0088, -5.8858, 5.7666], [-0.2769, -2.4326, 6.4424], [1.2265, -1.6964, 5.8280], [1.2708, -2.7085, 7.2505], [2.5583, -4.3275, 1.6853], [3.6418, -5.3663, 2.6530], [3.3073, -3.7223, 3.1746], [0.8225, -6.3673, 2.0248], [0.7210, -6.9242, 3.7231], [2.2203, -7.0016, 2.8819], [0.9551, 1.2608, -3.4210], [0.8762, 1.7377, -4.8920], [1.3868, 3.2846, -4.4558], [0.7131, 4.5620, -4.4269], [2.8127, 3.4401, -4.1855], [-0.8357, 1.5678, -4.9505], [-1.8032, 2.6151, -5.2577], [-1.4578, 0.7235, -3.9121], [0.7854, 2.2858, -6.5831], [1.5146, 1.2637, -7.3653], [1.0621, 3.5721, -7.1907], [1.2053, 5.2823, -5.0946], [0.7409, 5.0108, -3.4241], [-0.3238, 4.5383, -4.7355], [3.3893, 3.3148, -5.1057], [3.1557, 2.6914, -3.4681], [3.0667, 4.4210, -3.7655], [-1.9387, 3.3002, -4.4296], [-2.7854, 2.1832, -5.4911], [-1.5380, 3.1821, -6.1565], [-1.4911, 1.2418, -2.9522], [-0.9044, -0.2211, -3.7860], [-2.4764, 0.4319, -4.1762], [2.5852, 1.3126, -7.1520], [1.3570, 1.3739, -8.4470], [1.1571, 0.2622, -7.1014], [2.0677, 3.9564, -6.9737], [0.3165, 4.3248, -6.9263], [0.9874, 3.5152, -8.2887]], "mulliken_charge": [-0.74, -0.13, 0.98, -0.71, -0.75, 0.37, -0.59, -0.57, -0.35, 0.85, -0.58, -0.58, -0.33, 0.23, 0.19, 0.20, 0.17, 0.27, -0.11, 0.35, 0.22, 0.24, 0.17, 0.20, -0.71, 0.60, 0.24, -1.09, -1.19, 0.22, -1.06, -0.89, 0.06, -1.10, -1.03, 0.47, 0.28, 0.26, 0.30, 0.32, 0.37, 0.36, 0.40, 0.23, 0.30, 0.22, 0.34, 0.38, 0.38, 0.32, 0.25, 0.31, 0.44, -0.77, 0.68, 0.23, -1.09, -1.17, 0.20, -1.00, -1.14, 0.04, -1.14, -1.04, 0.45, 0.29, 0.29, 0.31, 0.29, 0.40, 0.32, 0.40, 0.24, 0.48, 0.31, 0.35, 0.38, 0.37, 0.34, 0.26, 0.31, 0.45]}

=====

(3)
{"formula": "C17H47NO18S5", "method": "wB97M-V/def2-TZVPD", "total_energy_ev": -110906.931, "smiles": "CCOS(C)(=O)=O.CCOS(C)(=O)=O.CCOS(C)(=O)=O.CCOS(C)(=O)=O.CCOS(C)(=O)=O.C[N+](=O)[O-].CO", "homo_ev": -10.75, "e_lumo_ev": -0.3, "species": ["C", "O", "H", "H", "H", "H", "O", "S", "O", "O", "C", "C", "C", "H", "H", "H", "H", "H", "H", "H", "H", "O", "S", "O", "O", "C", "C", "C", "H", "H", "H", "H", "H", "H", "H", "H", "O", "S", "O", "O", "C", "C", "C", "H", "H", "H", "H", "H", "H", "H", "H", "O", "S", "O", "O", "C", "C", "C", "H", "H", "H", "H", "H", "H", "H", "H", "O", "S", "O", "O", "C", "C", "C", "H", "H", "H", "H", "H", "H", "H", "H", "C", "N", "O", "O", "H", "H", "H"], "positions_angstrom": [[1.3952, -3.8456, 2.1286], [0.0826, -3.7542, 1.5551], [1.3790, -3.5165, 3.1708], [1.7823, -4.8667, 2.1220], [2.0782, -3.2005, 1.5817], [-0.3751, -4.5121, 1.9302], [-1.4385, 5.7002, 1.0100], [-0.1441, 5.6543, 1.6281], [-0.0571, 5.4235, 3.0327], [0.7360, 4.5744, 0.8670], [0.1863, 3.2293, 0.9047], [-0.4561, 2.8930, -0.4251], [0.7944, 7.1002, 1.1926], [-0.5374, 3.1442, 1.7135], [1.0276, 2.5696, 1.1009], [0.2676, 2.7998, -1.2326], [-1.1173, 3.7130, -0.7230], [-1.1062, 2.0305, -0.3063], [0.1510, 7.7037, 0.5594], [1.6736, 6.7775, 0.6443], [1.0592, 7.6037, 2.1157], [7.0470, -6.0397, 1.1154], [5.6543, -5.9662, 0.8576], [4.7368, -5.5042, 1.8471], [5.5141, -5.0482, -0.4215], [4.2018, -4.5867, -0.7791], [4.3327, -3.2721, -1.5047], [5.1084, -7.5124, 0.2313], [3.5817, -4.4810, 0.1116], [3.7176, -5.3374, -1.4126], [4.7594, -2.5136, -0.8488], [3.3431, -2.9292, -1.8162], [4.9353, -3.3894, -2.4046], [5.0464, -8.2274, 1.0435], [5.7863, -7.7779, -0.5747], [4.1200, -7.3516, -0.2012], [-5.3569, -3.6927, 1.9730], [-4.4993, -3.7832, 0.8470], [-4.1992, -5.0529, 0.2782], [-5.0884, -2.9144, -0.3396], [-5.4882, -1.5651, -0.0481], [-6.6960, -1.2127, -0.8850], [-2.9824, -2.9563, 1.2149], [-4.6697, -0.8636, -0.2321], [-5.7407, -1.4696, 1.0103], [-7.5919, -1.7235, -0.5255], [-6.5808, -1.4606, -1.9392], [-6.9236, -0.1470, -0.8164], [-2.4070, -2.9149, 0.2989], [-2.5218, -3.6198, 1.9429], [-3.1932, -2.0051, 1.6928], [-5.9203, 2.9761, -2.6139], [-4.6643, 3.5212, -2.2043], [-3.5841, 3.6091, -3.1115], [-4.8620, 4.9852, -1.6773], [-5.8837, 5.3278, -0.7177], [-7.3184, 5.1415, -1.1695], [-4.1095, 2.6622, -0.7576], [-5.7000, 6.3767, -0.5047], [-5.7012, 4.7648, 0.2035], [-7.4148, 5.4203, -2.2202], [-7.9553, 5.8337, -0.6155], [-7.6877, 4.1285, -1.0580], [-4.9663, 2.5231, -0.1025], [-3.3171, 3.2697, -0.3312], [-3.7521, 1.6959, -1.1062], [5.2584, 2.1368, 1.4738], [6.2247, 1.1602, 1.0848], [6.9161, 0.3902, 2.0535], [5.5400, 0.1034, 0.1195], [4.5538, 0.5762, -0.8327], [3.1799, 0.5102, -0.2296], [7.4139, 1.9065, 0.0197], [4.6332, -0.1242, -1.6643], [4.8262, 1.5631, -1.2108], [3.1304, 1.0205, 0.7296], [2.9175, -0.5323, -0.0382], [2.4166, 0.9248, -0.8885], [7.9868, 1.0961, -0.4247], [8.0798, 2.4870, 0.6546], [6.9233, 2.5290, -0.7209], [-0.1659, -1.9371, -1.2354], [-0.6049, -0.7318, -0.5014], [0.2416, -0.1747, 0.1712], [-1.7478, -0.3477, -0.6484], [-0.9739, -2.2661, -1.8820], [0.0355, -2.7410, -0.5271], [0.7249, -1.6877, -1.8016]], "mulliken_charge": [-0.58, -0.37, 0.34, 0.35, 0.01, 0.28, -0.61, 1.27, -0.65, -0.24, -0.43, -0.40, -0.95, 0.37, 0.22, 0.29, 0.39, -0.20, 0.35, 0.29, 0.34, -0.61, 1.16, -0.59, -0.30, 0.07, -1.15, -0.88, 0.14, 0.26, 0.20, 0.30, 0.40, 0.37, 0.32, 0.29, -0.63, 1.16, -0.64, -0.32, 0.20, -1.41, -0.68, 0.06, 0.41, 0.35, 0.34, 0.35, 0.07, 0.33, 0.40, -0.63, 1.25, -0.62, -0.34, -0.23, -1.06, -0.92, 0.35, 0.26, 0.30, 0.40, 0.26, 0.40, 0.19, 0.36, -0.61, 1.21, -0.63, -0.22, -0.77, -0.21, -0.93, 0.43, 0.33, 0.26, -0.10, 0.27, 0.31, 0.38, 0.31, -0.90, 0.94, -0.52, -0.47, 0.36, 0.24, 0.32]}

=====

(4)
{"formula": "C17H48BCl2N7O5P3", "method": "wB97M-V/def2-TZVPD", "total_charge": -1, "total_energy_ev": -92657.668, "homo_ev": -3.18, "e_lumo_ev": 0.8, "species": ["C", "C", "Cl", "C", "Cl", "C", "C", "O", "B", "P", "N", "O", "O", "H", "H", "H", "H", "H", "H", "H", "H", "H", "H", "H", "H", "O", "P", "N", "C", "C", "N", "C", "C", "N", "C", "C", "H", "H", "H", "H", "H", "H", "H", "H", "H", "H", "H", "H", "H", "H", "H", "H", "H", "H", "O", "P", "N", "C", "C", "N", "C", "C", "N", "C", "C", "H", "H", "H", "H", "H", "H", "H", "H", "H", "H", "H", "H", "H", "H", "H", "H", "H", "H"], "positions_angstrom": [[3.6389, 2.5835, -1.5518], [4.7039, 1.3366, -1.4266], [6.0427, 1.8643, -0.2005], [4.0437, -0.0907, -0.9633], [4.9102, -1.4186, -1.9911], [2.4272, -0.2214, -1.2041], [1.7132, -1.6963, -1.2669], [0.3225, -1.2250, -1.5769], [0.1652, -0.0666, -0.6314], [-0.9320, 1.4149, -1.1616], [-1.0116, 2.6537, 0.1634], [-0.1624, 2.2327, -2.5336], [1.5297, 0.4129, -0.2259], [2.7081, 2.3464, -2.2581], [4.1800, 3.5094, -2.0763], [3.3180, 2.9488, -0.4784], [5.1698, 1.1917, -2.5089], [4.3767, -0.3133, 0.1514], [2.3303, 0.1336, -2.3395], [1.5260, -2.2253, -0.2195], [2.1107, -2.4147, -2.1331], [-0.3651, -0.4414, 0.3681], [-1.6692, 2.3350, 0.9125], [-0.0472, 2.7024, 0.5654], [-0.6064, 3.1229, -2.6829], [-0.9683, 3.0151, 3.8055], [-1.3530, 4.3690, 4.4507], [0.2836, 4.8211, 4.6775], [1.2234, 3.9585, 5.3898], [0.9153, 5.2530, 3.4220], [-2.0706, 3.6910, 5.8344], [-1.5150, 3.6810, 7.1745], [-2.8371, 2.4595, 5.6336], [-1.7953, 5.9255, 5.1924], [-2.7015, 6.6634, 4.3087], [-0.8876, 6.8710, 5.8375], [2.1998, 4.4492, 5.4788], [1.3638, 2.9967, 4.8947], [0.9057, 3.7859, 6.4154], [0.3043, 6.0217, 2.9363], [1.0305, 4.4204, 2.7190], [1.8998, 5.7014, 3.5989], [-0.7951, 2.8690, 7.3112], [-2.3106, 3.5430, 7.9179], [-1.0359, 4.6216, 7.4436], [-2.1803, 1.5833, 5.5966], [-3.4055, 2.5040, 4.6975], [-3.5696, 2.3063, 6.4335], [-2.1628, 7.0623, 3.4421], [-3.1929, 7.4901, 4.8323], [-3.4940, 6.0036, 3.9402], [-0.2588, 7.4017, 5.1142], [-0.2386, 6.3958, 6.5781], [-1.4596, 7.6233, 6.3942], [1.2720, -4.6935, -3.7909], [-0.2646, -4.8763, -3.7407], [-0.1481, -6.5834, -3.8228], [0.5924, -7.2486, -4.8923], [0.2682, -7.1698, -2.5404], [-0.5644, -4.1409, -5.2436], [-0.9390, -4.8154, -6.4721], [0.2641, -2.9805, -5.5776], [-2.0312, -5.0865, -3.6831], [-2.5822, -4.3893, -2.5182], [-2.7660, -6.3335, -3.8808], [0.4996, -8.3372, -4.8009], [1.6522, -6.9905, -4.8884], [0.1748, -7.0162, -5.8691], [-0.3750, -6.8059, -1.7317], [1.3027, -6.9076, -2.2917], [0.1751, -8.2620, -2.5468], [-0.0692, -5.2242, -6.9941], [-1.4343, -4.1158, -7.1575], [-1.6603, -5.6165, -6.3148], [1.2397, -3.2878, -5.9703], [0.4299, -2.3542, -4.6937], [-0.2206, -2.3412, -6.3234], [-2.3411, -4.9243, -1.5930], [-3.6691, -4.2775, -2.5904], [-2.1621, -3.3807, -2.4451], [-2.6636, -7.0148, -3.0290], [-2.4623, -6.8639, -4.7873], [-3.8348, -6.1250, -4.0118]], "mulliken_charge": [-0.86, 0.05, -0.27, -0.10, -0.25, -0.04, -0.38, -0.36, 1.18, -0.37, -0.55, -0.47, -0.75, 0.19, 0.34, 0.21, 0.35, 0.41, 0.05, 0.12, 0.20, -0.34, 0.22, 0.19, 0.25, -0.81, 0.74, 0.15, -1.02, -1.21, 0.26, -1.07, -0.95, 0.06, -1.03, -0.98, 0.38, 0.28, 0.28, 0.30, 0.36, 0.35, 0.38, 0.38, 0.22, 0.28, 0.30, 0.34, 0.34, 0.35, 0.33, 0.33, 0.28, 0.37, -0.90, 0.80, 0.22, -1.06, -1.19, 0.28, -1.09, -0.74, 0.09, -1.06, -0.99, 0.39, 0.28, 0.28, 0.30, 0.33, 0.35, 0.38, 0.37, 0.23, 0.27, 0.11, 0.34, 0.31, 0.36, 0.38, 0.32, 0.29, 0.36]}